{
  "formula": "C54H150BrF3FeN16O24",
  "method": "ωB97M-V/def2-TZVPD",
  "homo_energy_ev": [-10.124, -10.123],
  "spin_multiplicity": 6,
  "charge": 1,
  "s_squared": 8.758,
  "energy_ev": -243995.018,
  "species": ["Br", "Fe", "F", "F", "F", "O", "O", "O", "O", "O", "O", "O", "O", "O", "O", "O", "O", "O", "O", "O", "O", "O", "O", "O", "O", "O", "O", "O", "O", "N", "N", "N", "N", "N", "N", "N", "N", "N", "N", "N", "N", "N", "N", "N", "N", "C", "C", "C", "C", "C", "C", "C", "C", "C", "C", "C", "C", "C", "C", "C", "C", "C", "C", "C", "C", "C", "C", "C", "C", "C", "C", "C", "C", "C", "C", "C", "C", "C", "C", "C", "C", "C", "C", "C", "C", "C", "C", "C", "C", "C", "C", "C", "C", "C", "C", "C", "C", "C", "C", "H", "H", "H", "H", "H", "H", "H", "H", "H", "H", "H", "H", "H", "H", "H", "H", "H", "H", "H", "H", "H", "H", "H", "H", "H", "H", "H", "H", "H", "H", "H", "H", "H", "H", "H", "H", "H", "H", "H", "H", "H", "H", "H", "H", "H", "H", "H", "H", "H", "H", "H", "H", "H", "H", "H", "H", "H", "H", "H", "H", "H", "H", "H", "H", "H", "H", "H", "H", "H", "H", "H", "H", "H", "H", "H", "H", "H", "H", "H", "H", "H", "H", "H", "H", "H", "H", "H", "H", "H", "H", "H", "H", "H", "H", "H", "H", "H", "H", "H", "H", "H", "H", "H", "H", "H", "H", "H", "H", "H", "H", "H", "H", "H", "H", "H", "H", "H", "H", "H", "H", "H", "H", "H", "H", "H", "H", "H", "H", "H", "H", "H", "H", "H", "H", "H", "H", "H", "H", "H", "H", "H", "H", "H", "H", "H", "H", "H", "H", "H", "H"],
  "coordinates": [[1.178740, 2.802104, -4.052569], [2.146490, 2.986454, -1.747389], [1.377460, -1.976696, 0.918171], [3.208020, -1.380266, 0.106821], [2.435860, -0.199436, 1.656891], [-5.203380, 5.284374, -2.071389], [-0.436690, 0.873184, -6.716929], [-8.102400, -4.129416, 0.673191], [0.404070, 3.700854, -0.969109], [0.617060, -5.217666, -2.964069], [0.950880, -9.677646, 2.182071], [0.124360, -3.273156, 5.731881], [-3.582440, -3.085136, -4.157279], [2.012850, 1.062644, -1.096269], [0.087530, 0.393464, -0.139969], [5.016010, -1.998856, -3.986719], [-1.275880, -0.727756, 5.428121], [-0.926650, 6.424104, -3.888669], [-3.400820, 5.938084, 0.997851], [-0.215590, 2.762744, 2.520021], [4.819530, 2.818424, 4.773811], [2.968560, 3.550644, 0.006471], [2.512200, 4.894104, -2.075589], [-5.873760, 0.844024, 2.499551], [3.121950, -3.059766, -5.242569], [4.054010, 2.719924, -2.379289], [-5.297350, -0.899996, -4.482909], [5.399080, -4.533616, 3.536831], [3.841580, 1.056274, 6.589591], [4.040460, 6.439384, -2.030949], [-0.298500, 5.532964, -5.811439], [-1.458720, 4.947454, -1.591219], [-2.847740, -4.348876, -2.475119], [5.883350, -2.665926, -1.945969], [-1.415810, 4.022464, 0.302551], [-0.397020, 0.606424, 2.872071], [5.557280, 3.086954, -4.028789], [-1.469790, -3.127216, -3.529059], [-0.470850, 1.907414, 4.568041], [2.021820, 7.015224, -2.592529], [2.780360, 3.678824, 2.230931], [5.938580, 1.508474, -2.626929], [-0.945610, 7.550924, -5.636089], [6.266100, -3.772196, -3.696959], [4.439910, 4.618464, 1.247861], [-0.359670, -4.515956, 3.690131], [1.380720, -0.097726, -0.586509], [0.449210, -4.274856, -0.824149], [1.951370, -4.503306, 4.799541], [0.791400, -7.350396, 1.724621], [-2.244460, 0.452214, -0.293589], [-2.723930, -0.867306, 5.446101], [-3.113240, -2.125376, 6.308621], [-6.080160, 0.995134, -3.194459], [-0.940110, 0.563604, -1.096679], [-2.414760, 2.267574, -6.232319], [-4.900330, 4.086474, -4.039839], [-5.974950, -5.093226, 0.545911], [7.232440, 2.576764, 4.993411], [1.129070, -5.292176, -1.638119], [-0.340270, 1.839814, 3.289481], [0.676330, -3.698426, 4.509281], [3.638480, -0.323356, 6.187291], [2.453660, -0.365276, 5.256961], [-3.233070, -0.945156, 4.007191], [3.347490, 3.947214, 1.116371], [1.860090, -2.457696, -5.166339], [5.660480, -2.747546, -3.269269], [5.978680, 2.002174, 2.860321], [6.672080, -3.373086, 1.897531], [2.677520, -5.086016, -1.626889], [2.801630, 6.051514, -2.249419], [-5.198650, 2.204674, 0.637671], [-4.617950, 5.426484, -3.345809], [-2.124690, -0.187816, -5.406639], [-0.743490, 4.208054, -0.775629], [-0.774290, 6.473394, -5.071699], [-6.332750, -2.770016, 1.488191], [-5.176850, -0.254896, -3.232019], [-1.875380, 0.843374, -6.527129], [-2.700910, -3.495436, -3.428169], [-6.774630, -3.799016, 0.464901], [1.298080, -2.431026, -6.599249], [-3.609330, 6.063164, 2.382761], [-5.230120, 6.570524, -4.121479], [2.553580, -8.783726, 0.522871], [2.118850, -0.907256, 0.564291], [3.442200, -1.146756, 7.436811], [1.791700, -8.559716, 1.786241], [-2.300700, 5.645144, 3.134751], [1.915200, -1.099516, -4.457829], [-4.360660, 2.610774, 2.899521], [4.963770, -5.167906, 1.357851], [5.086290, 2.446384, -2.993249], [-4.094950, 7.494214, 2.636561], [-4.845590, 1.559894, 1.902011], [5.990490, 2.914574, 4.058141], [-5.617340, -1.252386, -2.219069], [6.009870, -4.655796, 2.329211], [3.285180, -2.175186, 7.111591], [-4.533250, 7.463884, 3.634091], [1.022410, 6.917504, -2.700859], [3.198740, -9.660756, 0.574771], [5.032490, 3.785314, -4.535729], [2.565860, -8.291266, 2.505081], [6.837690, -4.322126, -3.071689], [2.712430, -1.053086, -3.715959], [1.491250, -0.085646, 5.685541], [0.964640, -0.922936, -3.954469], [-4.193380, -2.242166, 6.220521], [7.295150, 3.285704, 5.818981], [-3.541450, 5.526284, -3.206959], [4.590700, -0.466916, 5.676631], [6.584420, -3.250286, -1.513399], [6.060090, 0.930754, 3.043431], [-4.456950, 3.472074, -3.256249], [4.324810, 7.402254, -2.141079], [-0.917990, 7.592644, -6.644849], [-1.477330, 6.264044, 2.778211], [-1.912400, 4.683554, 2.799091], [0.003650, 4.719064, -5.295339], [-0.448180, 2.809584, 5.021561], [6.324660, -3.936306, -4.691809], [4.394850, -6.027276, 1.712701], [1.447830, -10.455276, 2.446551], [-4.868640, 7.779694, 1.923811], [-3.056010, -1.920926, 7.377741], [2.718240, -3.844556, 5.207051], [6.778320, 2.361424, 2.212541], [-5.949130, 3.917354, -4.283799], [3.152860, 4.158624, 3.037861], [5.313840, -5.421976, 0.357351], [-4.410570, 5.353104, 2.587511], [4.312020, -4.319746, 1.148211], [-4.939870, -2.093166, -2.069989], [-4.278320, -1.241266, 3.918471], [2.680010, 0.305334, 4.428011], [-4.135950, 0.026864, -3.073159], [-2.214320, 3.009204, -7.005569], [0.270640, -2.067466, -6.616449], [-0.560020, -4.516006, -0.490399], [-7.106790, 0.632394, -3.244969], [5.965070, -2.578556, 2.136201], [-0.215400, 0.394104, 1.901491], [-2.320710, 0.511144, -7.464899], [-3.375680, 8.303774, 2.760421], [6.788950, -5.403846, 2.476051], [2.170290, -0.328466, -5.184819], [-0.706990, -0.082526, 3.542431], [-3.213940, 0.008714, 5.871031], [-1.237400, -3.870666, 3.654151], [-3.486190, 2.072234, -6.276829], [1.829010, -5.281386, 5.553011], [-0.672790, -3.571126, -3.095659], [8.082020, 2.640694, 4.313541], [-2.129960, 4.705934, 0.509811], [-6.623820, 0.899874, 1.902981], [-2.305910, 5.600904, 4.223841], [-6.723620, -3.456676, -0.568679], [-1.806510, 0.076904, -4.398289], [-0.206170, 5.778084, -6.786879], [6.079580, 3.913234, 3.630551], [-4.229250, 6.212044, 0.597531], [-0.938750, 1.497644, -1.658509], [-5.282710, -2.480986, 1.443591], [-6.509400, -3.226456, 2.462131], [-2.165690, 2.646124, -5.240979], [3.763710, -2.568826, -4.724179], [6.664190, -3.381916, 0.807601], [4.759630, 2.055484, 5.353411], [-1.765290, -1.189286, -5.643249], [1.058070, -5.926176, -3.438539], [2.531390, 7.823304, -2.920309], [3.055230, -7.893636, 0.143161], [-3.924700, 0.985324, 1.802311], [-8.075940, -4.283776, 1.620321], [6.852890, 1.374624, -3.034629], [4.931800, 4.922564, 0.419821], [-3.888900, 2.168334, 3.776891], [0.103380, -7.432506, 0.883211], [0.090810, -7.305966, 2.558471], [-0.884210, -1.566386, 5.682841], [1.902210, 3.179954, 2.239291], [-4.869510, 5.989174, -1.511579], [4.900460, 4.667914, 2.145381], [-6.961730, -1.883686, 1.405081], [-5.063180, 7.482984, -3.549069], [-6.312090, 6.451214, -4.178149], [-5.732460, 1.613694, -2.367069], [-1.109550, 5.133454, -2.520519], [-2.404090, 5.173174, -1.316599], [-3.719820, -4.711396, -2.117119], [1.129970, -0.789856, -1.390369], [6.315570, 2.654364, -4.536679], [-3.577580, 3.231544, 2.464161], [1.917710, -1.790056, -7.226399], [-0.083310, 1.235254, -5.901079], [-2.001470, -4.751176, -2.098179], [-6.004230, 2.936824, 0.693371], [-4.413600, 2.779064, 0.145871], [-1.255840, 8.347314, -5.097909], [-6.430010, -5.824096, -0.122549], [1.090440, -2.836216, 3.986581], [5.713540, 0.967104, -1.804509], [-6.635790, -1.582906, -2.423059], [-0.665540, 1.064924, 5.089981], [-4.249980, 4.074964, -4.914489], [-4.824420, 6.673654, -5.127899], [4.757540, 5.754444, -1.839229], [3.490150, 1.197034, 7.471791], [2.261500, -4.866896, 3.819881], [1.469780, -3.412296, -7.041669], [0.940660, -6.286696, -1.233739], [3.131190, -5.365836, -0.676109], [5.227830, -5.435006, 3.819281], [-3.084490, 0.061244, 3.615781], [-3.206590, -0.311136, -5.357749], [-4.815570, -1.721506, -4.362049], [1.849160, -9.065556, -0.259729], [-2.602590, -3.049866, 6.039051], [3.136870, -5.790166, -2.320629], [7.229400, 1.593994, 5.464861], [2.955420, -4.078886, -1.937649], [7.540550, -3.170796, 2.524371], [0.414620, -3.396406, -1.468529], [-5.838080, -5.501196, 1.547371], [-2.665450, -1.538056, 3.289991], [2.489190, -1.308306, 4.711501], [5.048000, 2.119214, 2.305141], [0.884900, -4.104826, 0.160411], [1.225140, -3.142376, -4.604049], [0.075290, -4.019626, 6.333521], [-4.911390, -4.996236, 0.327891], [-0.580890, -5.501486, 4.099871], [-3.137520, 0.291464, -0.897489], [4.284320, -1.247066, 8.121561], [1.197710, -6.342116, 1.644621], [-2.298250, -0.281936, 0.510291], [-5.962660, 1.612284, -4.085199], [-0.955590, -0.226406, -1.847509], [-5.191920, 3.265824, 3.160331], [-1.027220, 3.498384, 1.073551], [2.551130, -0.944676, 8.031151], [-0.100180, -4.699416, 2.647491], [-5.722870, -0.808356, -1.229219], [-2.480390, 1.386214, 0.216401], [-1.308730, -2.550386, -4.342339], [-5.518900, 1.431394, -0.060599], [5.442430, -1.947146, -1.390049]],
  "forces_ev_per_angstrom": [[0.1, -0.1, 0.1], [-1.3, -2.1, 1.1], [-0.4, 0.3, 0.5], [3.2, -1.2, -1.5], [-0.5, 0.1, 0.2], [-0.3, 0.2, 1.0], [-0.5, 0.2, -0.7], [-1.1, 0.1, 0.6], [-0.8, 0.3, -0.3], [0.0, -0.1, 0.4], [0.5, 0.9, -0.3], [-0.5, 0.9, 0.3], [-1.3, 0.6, -0.7], [0.8, -0.9, 0.2], [1.1, -1.1, 1.0], [0.1, 1.3, 0.8], [-0.9, 0.9, 0.1], [-0.5, -1.2, 5.1], [0.7, -0.2, -1.3], [0.9, 3.0, -1.3], [-1.4, 1.2, 0.0], [-0.1, -0.1, -0.1], [-1.0, -1.1, -0.4], [-0.7, -0.7, -0.1], [0.0, -0.8, -0.6], [0.2, -0.1, -0.1], [-0.2, 0.8, -0.4], [-1.0, 0.7, 2.5], [0.0, 0.3, 0.1], [3.5, 0.8, 0.4], [0.7, -2.7, -1.6], [0.4, 1.0, -2.6], [-0.9, -3.7, 4.0], [-0.6, 1.6, 2.4], [-0.9, -1.1, 3.8], [-0.1, -3.1, -1.3], [0.5, 2.1, -3.0], [4.2, 2.5, -1.7], [-0.3, 1.7, 4.4], [-2.0, 2.6, -1.1], [-2.0, -0.7, 2.8], [0.7, -2.3, 2.0], [-1.8, 8.4, -5.0], [2.9, -4.9, -3.2], [4.1, 2.7, -0.3], [0.2, 1.2, -0.1], [-1.6, 3.9, -1.0], [-0.9, 0.7, 0.8], [-0.2, 0.5, -0.3], [-0.3, -0.4, -0.3], [-0.7, 0.9, 0.1], [0.1, -2.4, 0.0], [-0.8, 1.4, -0.2], [1.0, -0.8, -0.9], [-1.3, -1.0, 0.5], [-0.8, -1.4, -0.2], [1.7, 1.2, 0.8], [1.0, -0.2, 0.0], [-0.7, 1.0, -1.2], [1.8, -1.0, 0.2], [-0.3, -1.0, -1.5], [1.1, -1.9, -0.2], [-0.3, 1.7, 1.3], [1.0, -0.1, -1.3], [0.3, 0.6, -0.3], [-1.1, -1.6, -2.4], [-0.3, -0.1, -0.4], [-1.2, 2.4, 1.1], [-0.1, 0.0, -0.9], [-1.6, 0.3, 0.5], [-0.7, -0.6, -0.4], [0.8, -1.2, 0.7], [-0.8, 0.3, -2.0], [-0.9, -0.6, -1.4], [-1.7, 0.3, -0.6], [1.5, -0.9, -0.8], [1.2, -3.1, 2.2], [-0.2, 0.1, -0.2], [-0.6, 0.3, -0.6], [2.0, 0.4, 1.1], [-1.7, 0.5, -1.3], [1.6, -0.4, -0.7], [0.7, 0.4, 0.5], [0.6, 0.4, 1.1], [0.0, 0.5, 0.6], [-0.9, -0.8, -1.4], [-2.6, 2.0, -0.3], [0.3, -1.8, -0.2], [-1.2, 1.1, 0.8], [0.0, 0.0, -1.3], [0.1, -0.4, -0.4], [0.1, 0.4, 0.0], [0.0, 0.6, -1.2], [-0.4, -0.2, 0.8], [-0.2, -0.5, 1.6], [2.3, 1.5, 1.9], [1.5, -2.0, 1.3], [-0.5, 0.0, 1.9], [1.0, -1.6, -1.6], [-0.1, -0.3, -0.1], [-0.5, 0.1, 0.1], [-0.1, -0.1, -0.3], [0.4, 0.3, 0.3], [-0.2, -0.3, 0.3], [-0.2, -0.3, 0.8], [-0.2, -0.1, -0.6], [-0.1, -0.3, 0.2], [0.1, -0.4, 0.1], [-0.1, 0.5, -0.2], [-0.1, -0.3, -0.5], [0.2, 0.2, -0.2], [0.2, 0.2, -0.4], [-0.2, -1.0, -0.2], [-0.4, 0.4, 0.0], [0.3, 0.0, 0.4], [-0.5, -1.1, -0.6], [0.1, -0.3, 0.1], [-0.1, 0.6, 0.3], [-0.1, 0.6, 0.3], [-0.6, -0.4, 0.1], [0.3, -0.6, -0.8], [-0.1, -0.3, -0.1], [-0.1, -0.1, 0.2], [0.0, 0.1, 0.3], [0.4, 0.1, -0.1], [0.0, 0.0, 0.0], [0.8, 0.0, 0.1], [0.1, 0.1, -0.2], [0.2, -0.5, -0.3], [0.2, -0.1, 0.3], [-0.6, -0.5, 0.3], [0.5, -0.2, 0.0], [-0.1, 0.1, 0.7], [-0.6, 0.0, 0.3], [0.0, -0.1, -0.4], [0.0, 0.3, 0.2], [-0.2, 0.5, 0.1], [0.3, 0.2, 0.1], [0.4, -0.2, 0.0], [0.0, -0.2, -0.2], [-0.4, -0.3, -0.7], [-0.2, 0.4, 0.7], [-0.2, 0.2, 0.1], [-0.3, 0.0, -0.1], [0.2, -0.2, 0.0], [0.5, -0.3, -0.7], [0.4, -0.3, -0.5], [-0.4, 0.2, 0.0], [0.3, -0.4, -0.4], [0.5, 0.1, 0.3], [-0.4, -0.4, 0.1], [-0.4, 0.5, 0.3], [-0.3, -0.4, -0.3], [-0.3, -0.1, -0.3], [0.4, 0.0, 0.5], [-0.2, -0.3, 0.2], [-0.3, -0.2, 0.1], [-0.5, 0.4, -0.1], [0.2, 0.4, 0.0], [0.4, 0.4, -0.1], [0.5, -1.2, 0.2], [0.1, 0.4, 0.5], [0.0, -0.1, -0.2], [0.5, 0.3, 0.3], [0.0, 0.0, -0.2], [0.1, 0.1, 0.3], [0.2, -0.1, 0.0], [0.2, 0.2, 0.0], [1.2, 0.1, 0.1], [0.0, -0.3, 0.4], [0.3, 0.3, -0.4], [-0.1, 0.0, -0.5], [-1.0, 0.2, 0.0], [0.3, 0.0, 0.3], [-0.3, -0.9, -0.5], [-1.0, -0.3, 0.3], [-0.4, 0.1, 0.1], [-0.1, -0.2, 0.4], [-0.4, -0.1, 0.2], [0.2, -0.3, -0.4], [0.4, -0.4, 0.4], [0.3, -0.5, 0.1], [-0.3, 0.0, 0.3], [-0.2, 0.2, 0.0], [0.0, 0.2, -0.4], [0.1, 0.1, 0.1], [0.1, 0.4, -0.2], [0.0, -0.2, -0.1], [-0.8, 0.0, 0.3], [-0.3, 0.4, -0.2], [0.3, 0.0, -0.4], [0.1, 0.2, -0.6], [0.6, -0.5, -0.2], [-0.3, 0.3, 0.0], [0.0, 0.0, -0.3], [-0.1, 0.4, 0.1], [0.3, 0.1, 0.2], [-0.4, 0.0, 0.2], [-0.4, -0.1, 0.5], [0.4, -0.3, 0.2], [-0.1, -0.2, -0.3], [0.1, -0.1, 0.2], [-0.9, 0.3, -0.2], [0.0, 0.0, -0.2], [0.1, -0.3, -0.4], [0.1, 0.1, 0.3], [-0.3, -0.4, -0.2], [0.1, 0.0, 0.1], [-0.3, 0.1, -0.2], [0.0, 0.1, 0.0], [0.4, -0.4, 0.3], [-0.6, -0.2, 0.2], [-0.1, -0.3, 0.0], [-0.3, 0.4, 0.3], [-0.2, 0.1, 0.4], [-0.5, 0.1, -0.2], [-0.2, -0.1, 0.3], [0.3, -0.7, -0.4], [-0.2, 0.1, -0.2], [0.0, 0.2, -0.1], [0.0, 0.0, -0.4], [-0.4, -0.2, -0.4], [0.0, 0.1, 0.1], [0.4, 0.0, -0.8], [0.1, 0.6, 0.7], [-0.9, -0.1, 0.4], [0.3, -0.6, 0.5], [-0.6, -0.4, 0.4], [-0.1, 0.1, 0.0], [0.7, 0.3, -0.4], [-0.3, 0.0, 0.3], [0.0, -0.1, 0.0], [0.1, 0.4, -0.8], [-0.1, 0.2, 0.4], [0.2, -0.2, -0.5], [0.2, 0.6, -0.2], [0.7, -0.2, 0.0], [0.6, -0.4, -0.3], [0.3, -0.2, -0.1], [0.4, -0.4, -0.1], [0.0, 0.0, 0.3], [0.3, -0.2, 0.2], [-0.1, 0.6, -0.2], [0.4, 0.2, 0.0], [0.2, 0.3, 0.3], [0.4, 0.3, 0.0], [0.4, -0.1, 0.2], [-0.1, 0.0, -0.3], [0.1, -0.2, -0.1]],
  "lowdin_charge": [0.246, 0.815, 0.125, 0.191, 0.150, -0.049, -0.101, -0.027, -0.096, -0.045, -0.044, -0.062, 0.043, -0.233, -0.132, 0.038, -0.107, 0.013, -0.084, 0.006, -0.051, -0.041, -0.081, -0.013, -0.068, -0.063, -0.061, -0.028, -0.084, 0.191, 0.209, 0.217, 0.197, 0.172, 0.214, 0.220, 0.198, 0.205, 0.207, 0.235, 0.251, 0.198, 0.195, 0.193, 0.206, -0.025, -0.276, -0.066, -0.045, -0.050, -0.048, -0.395, -0.034, -0.031, -0.223, -0.062, -0.043, -0.061, -0.027, -0.477, -0.758, -0.467, -0.442, -0.034, -0.052, -0.695, -0.496, -0.724, -0.070, -0.029, -0.020, -0.694, -0.062, -0.512, -0.045, -0.620, -0.865, -0.050, -0.505, -0.420, -0.764, -0.533, -0.038, -0.454, -0.050, -0.071, -0.609, -0.049, -0.456, -0.026, -0.038, -0.039, -0.058, -0.655, -0.040, -0.541, -0.509, -0.074, -0.563, 0.070, 0.082, 0.113, 0.083, 0.131, 0.122, 0.122, 0.061, 0.083, 0.061, 0.075, 0.075, 0.109, 0.142, 0.090, 0.081, 0.075, 0.119, 0.130, 0.086, 0.029, -0.003, 0.128, 0.145, 0.072, 0.087, 0.079, 0.076, 0.064, 0.080, 0.093, 0.128, 0.073, 0.111, 0.076, 0.069, 0.083, 0.073, 0.115, 0.073, 0.061, 0.081, 0.090, 0.079, 0.086, 0.137, 0.083, 0.136, 0.075, 0.074, 0.135, 0.068, 0.072, 0.086, 0.057, 0.070, 0.065, 0.090, 0.086, 0.125, 0.075, 0.125, 0.114, 0.082, 0.100, 0.077, 0.081, 0.061, -0.018, 0.058, 0.042, 0.055, 0.104, 0.127, 0.068, 0.101, 0.085, 0.124, 0.119, 0.071, 0.075, 0.065, 0.047, 0.107, 0.067, 0.100, 0.079, 0.074, 0.086, 0.060, 0.063, 0.098, 0.118, 0.133, 0.123, 0.055, 0.080, -0.028, 0.087, 0.099, 0.080, 0.142, 0.086, 0.119, 0.125, 0.095, 0.073, 0.070, 0.082, 0.115, 0.095, 0.073, 0.075, 0.122, 0.043, 0.099, 0.044, 0.062, 0.026, 0.083, 0.068, 0.080, 0.075, 0.079, 0.091, 0.081, 0.077, 0.076, 0.069, 0.057, 0.068, 0.096, 0.105, 0.061, 0.082, 0.063, 0.085, 0.051, 0.074, 0.056, 0.107, 0.086, 0.067, 0.091, 0.053, 0.064, 0.043, 0.088, 0.068, 0.099]
}